1.
A cluster of 2 separate species, C5H10NO2 in total, computed with wB97M-V/def2-TZVPD.

Values from the calculation:
- LUMO energy (eV) = -4.50
- total charge = +1
- HOMO-LUMO gap (eV) = 7.4

Each line ends with the Mulliken charge.
Positions of all 18 atoms, in Å:
C: 2.916 -0.827 -0.985  -0.371
C: 1.677 -0.373 1.064  -0.391
C: -1.664 -1.208 0.018  -1.036
C: -2.260 0.169 -0.173  -0.217
C: -0.418 1.647 0.450  0.270
N: 2.229 -0.830 0.090  0.019
O: 0.411 2.615 0.097  -0.364
O: -1.073 0.988 -0.425  -0.285
H: 2.815 -1.667 -1.551  0.311
H: 3.661 0.037 -1.195  0.247
H: 1.898 -0.531 2.077  0.282
H: -1.009 -1.255 0.773  0.368
H: -2.385 -2.089 0.339  0.343
H: -1.045 -1.582 -0.926  0.277
H: -2.750 0.405 0.763  0.306
H: -2.792 0.115 -1.028  0.302
H: -0.573 1.518 1.460  0.539
H: 0.363 2.867 -0.849  0.399



2.
The ion C5H10NO2 with charge +1, computed with wB97M-V/def2-TZVPD.

Values from the calculation:
- LUMO energy (eV) = -3.65
- total charge = +1
- SMILES = [NH3+]/C=C/CCC(=O)O
- HOMO-LUMO gap (eV) = 10.1

Each line ends with the Mulliken charge.
Positions of all 18 atoms, in Å:
O: 0.200 -1.286 1.793  -0.523
C: 0.347 -0.132 1.472  0.509
O: -0.271 0.937 2.048  -0.424
C: 1.493 0.273 0.676  -0.415
C: 0.906 1.242 -0.530  -0.953
C: -0.252 0.594 -1.054  -0.270
C: -0.292 -0.433 -1.871  -0.124
N: -1.681 -1.027 -2.248  -0.204
H: -0.883 0.637 2.766  0.359
H: 2.260 0.825 1.211  0.345
H: 1.830 -0.620 0.063  0.285
H: 0.624 2.046 0.134  0.383
H: 1.684 1.324 -1.309  0.363
H: -1.134 0.954 -0.555  0.343
H: 0.551 -0.973 -2.318  0.338
H: -2.224 -1.096 -1.424  0.350
H: -1.500 -1.845 -2.768  0.334
H: -2.081 -0.530 -2.948  0.304



3.
The ion C5H10NO2 with charge +1, computed with wB97M-V/def2-TZVPD.

Values from the calculation:
- LUMO energy (eV) = -3.77
- total charge = +1
- SMILES = C=CC[C@H]([NH3+])C(=O)O
- HOMO-LUMO gap (eV) = 10.0

Each line ends with the Mulliken charge.
Positions of all 18 atoms, in Å:
O: -0.716 0.006 2.881  -0.379
C: -0.591 0.610 1.907  0.364
O: -0.499 2.002 1.854  -0.520
C: -0.600 0.084 0.426  -0.008
C: 0.615 -0.739 0.092  -0.638
C: 0.381 -1.711 -1.120  -0.125
C: 1.453 -1.710 -1.911  -0.772
N: -0.670 1.389 -0.450  -0.437
H: -1.045 2.443 2.612  0.381
H: -1.507 -0.573 0.235  0.441
H: 1.493 -0.024 0.044  0.343
H: 0.534 -1.531 0.967  0.292
H: -0.595 -2.179 -1.124  0.381
H: 1.448 -2.203 -2.832  0.346
H: 2.275 -0.972 -1.716  0.204
H: 0.222 1.979 -0.199  0.418
H: -0.702 1.196 -1.507  0.352
H: -1.494 1.934 -0.160  0.358



4.
The ion C5H10NO2 with charge +1, computed with wB97M-V/def2-TZVPD.

Values from the calculation:
- LUMO energy (eV) = -3.68
- total charge = +1
- SMILES = [NH3+][C@H](C=O)CCC=O
- HOMO-LUMO gap (eV) = 11.1

Each line ends with the Mulliken charge.
Positions of all 18 atoms, in Å:
O: 1.741 0.924 -2.194  -0.460
C: 1.994 0.116 -1.308  -0.196
C: 0.987 0.210 -0.137  -0.041
C: -0.075 -0.902 -0.393  -1.069
C: -0.967 -1.189 0.834  -0.739
C: -2.052 -0.173 1.237  0.098
O: -2.044 0.993 1.048  -0.547
N: 0.376 1.553 -0.203  -0.268
H: 2.614 -0.634 -1.444  0.577
H: 1.448 0.097 0.832  0.425
H: -0.659 -0.706 -1.302  0.389
H: 0.375 -1.815 -0.765  0.535
H: -1.419 -2.195 0.799  0.400
H: -0.234 -1.348 1.684  0.326
H: -2.698 -0.543 1.938  0.454
H: -0.617 1.642 0.338  0.329
H: 0.131 1.900 -1.208  0.424
H: 1.099 2.070 0.245  0.363



5.
A cluster of 2 separate species, C5H10NO2P in total, computed with wB97M-V/def2-TZVPD.

Values from the calculation:
- LUMO energy (alpha / beta) (eV) = -0.68 / 0.06
- total charge = 0
- HOMO-LUMO gap (alpha / beta) (eV) = 7.8 / 8.4

Each line ends with the Mulliken charge.
Positions of all 19 atoms, in Å:
C: 2.003 1.768 -0.061  -0.457
C: 1.043 2.573 0.794  -0.398
C: -1.604 -2.040 -0.084  -0.448
C: -1.005 -2.074 -1.517  -0.275
C: 0.881 1.129 0.628  -0.258
N: -2.332 -0.802 0.026  -0.262
O: -2.467 1.362 -1.596  -0.599
O: -1.080 -0.790 -2.075  -0.356
P: -1.620 0.338 -0.996  0.554
H: 1.956 1.926 -1.128  0.194
H: 3.006 1.559 0.296  0.238
H: 1.350 2.957 1.759  0.243
H: 0.372 3.235 0.267  0.188
H: -2.249 -2.900 0.101  0.348
H: -0.787 -2.050 0.646  0.167
H: 0.039 -2.403 -1.495  0.269
H: -1.573 -2.748 -2.167  0.276
H: 0.885 0.355 1.364  0.289
H: -3.307 -0.797 0.271  0.286



6.
The ion C5H10NO3 with charge +1, computed with wB97M-V/def2-TZVPD.

Values from the calculation:
- LUMO energy (eV) = -3.35
- total charge = +1
- SMILES = C/[NH+]=C(/O)O/C=C/OC
- HOMO-LUMO gap (eV) = 9.8

Each line ends with the Mulliken charge.
Positions of all 19 atoms, in Å:
C: 1.507 0.467 0.262  0.785
C: -1.699 -0.016 0.216  -0.446
C: -0.684 -0.892 0.032  0.413
C: 3.362 -1.138 -0.066  -0.716
C: -3.945 0.539 -0.419  -0.686
N: 2.781 0.137 0.077  -0.130
O: 0.656 -0.502 0.048  -0.321
O: 1.358 1.683 0.682  -0.400
O: -3.029 -0.283 0.244  -0.362
H: -1.419 1.055 0.357  -0.013
H: 0.348 1.908 0.767  0.413
H: -0.772 -1.899 -0.065  0.485
H: 2.616 -1.826 -0.495  0.283
H: 4.179 -0.942 -0.894  0.281
H: 3.759 -1.446 0.939  0.292
H: -4.043 1.523 0.000  0.312
H: -3.463 0.784 -1.417  0.331
H: -4.875 -0.001 -0.570  0.255
H: 3.362 0.849 0.304  0.223



7.
The ion C5H10NO3 with charge +1, computed with wB97M-V/def2-TZVPD.

Values from the calculation:
- LUMO energy (eV) = -3.18
- total charge = +1
- HOMO-LUMO gap (eV) = 9.5

Each line ends with the Mulliken charge.
Positions of all 19 atoms, in Å:
C: -0.486 -0.014 -0.472  0.453
C: -1.214 -0.028 0.635  0.278
C: 0.988 0.111 -0.469  0.093
C: 0.482 0.330 2.151  -0.284
C: -1.132 -0.351 -1.794  -1.423
N: 1.502 0.324 0.979  -0.195
O: -2.438 -0.162 1.046  -0.444
O: 1.424 1.321 -1.172  -0.516
O: 0.610 -0.952 2.676  -0.466
H: 1.549 -0.745 -0.906  0.213
H: 0.571 1.283 2.733  0.383
H: -1.128 -1.447 -1.788  0.342
H: -0.521 0.015 -2.689  0.315
H: -2.168 -0.136 -1.807  0.395
H: 2.025 -0.519 1.163  0.368
H: 2.154 1.196 0.837  0.407
H: -3.087 0.543 1.074  0.389
H: 1.134 1.343 -2.083  0.360
H: 0.295 -0.971 3.598  0.333



8.
A cluster of 2 separate species, C5H10NO3PS in total, computed with wB97M-V/def2-TZVPD.

Values from the calculation:
- LUMO energy (eV) = -1.72
- total charge = 0
- HOMO-LUMO gap (eV) = 6.2

Each line ends with the Mulliken charge.
Positions of all 21 atoms, in Å:
C: 1.570 -2.797 0.128  0.207
C: -1.529 0.361 -2.164  -0.941
C: 0.069 -0.032 2.767  -0.774
C: -0.128 0.000 -2.487  -0.020
C: -0.313 1.128 1.879  -0.331
N: 1.260 -1.660 -0.064  -0.614
O: 2.009 1.878 0.149  -0.550
O: 0.731 0.891 -1.806  -0.147
O: -0.305 0.786 0.545  -0.051
P: 1.031 0.938 -0.315  0.962
S: 1.857 -4.406 0.256  -0.387
H: -2.400 0.041 -2.833  0.353
H: -1.690 0.001 -1.205  0.246
H: -1.488 1.512 -2.164  0.242
H: -0.803 -0.731 2.951  0.268
H: 0.779 -0.723 2.249  0.151
H: 0.462 0.169 3.725  0.347
H: -0.087 0.143 -3.611  0.265
H: 0.124 -1.040 -2.088  0.190
H: 0.236 2.112 2.114  0.329
H: -1.385 1.430 1.974  0.257



9.
A cluster of 2 separate species, C5H10NO4 in total, computed with wB97M-V/def2-TZVPD.

Values from the calculation:
- LUMO energy (eV) = -3.77
- total charge = +1
- HOMO-LUMO gap (eV) = 8.4

Each line ends with the Mulliken charge.
Positions of all 20 atoms, in Å:
C: -0.228 0.901 -0.614  0.799
C: -0.887 -1.117 0.285  -0.880
C: -2.941 0.028 0.006  0.227
C: 2.538 0.346 1.050  -0.601
C: 1.108 1.481 -0.601  -0.581
N: -0.136 -2.002 -0.666  -0.039
O: -1.312 1.303 -0.982  -0.480
O: -2.147 -0.952 -0.437  -0.249
O: -2.862 0.612 1.163  -0.358
O: 2.089 0.440 -0.336  -0.383
H: -3.828 0.235 -0.600  0.398
H: 1.812 -0.323 1.540  0.253
H: 2.530 1.344 1.603  0.292
H: 3.483 -0.110 1.075  0.258
H: 1.164 2.307 0.137  0.323
H: 1.414 1.963 -1.491  0.397
H: -0.416 -1.937 -1.628  0.364
H: -0.272 -3.064 -0.543  0.411
H: 0.860 -1.818 -0.563  0.321
H: -1.970 0.364 1.601  0.527



10.
The ion C5H10NOS with charge -2, computed with wB97M-V/def2-TZVPD.

Values from the calculation:
- 2S+1 = 2
- <S²> = 0.755
- LUMO energy (alpha / beta) (eV) = 6.17 / 6.17
- total charge = -2
- HOMO-LUMO gap (alpha / beta) (eV) = 5.3 / 5.6

Each line ends with the Mulliken charge.
Positions of all 18 atoms, in Å:
O: 0.670 1.064 1.887  -0.835
C: 0.655 1.449 0.636  0.117
N: 0.085 0.496 -0.569  -0.611
C: -0.595 -0.700 -0.239  0.637
C: -0.817 -1.601 -1.409  -0.558
S: -1.760 -3.119 -1.149  -0.783
C: -1.585 -0.784 0.876  -1.271
C: 2.085 1.711 0.093  -1.042
H: 0.076 2.385 0.434  0.154
H: 0.517 -0.648 0.118  0.042
H: 0.158 -1.884 -1.754  0.206
H: -1.325 -0.986 -2.258  0.169
H: -1.207 -0.339 1.738  0.449
H: -1.740 -1.924 1.085  0.279
H: -2.550 -0.299 0.590  0.208
H: 2.710 2.347 0.774  0.318
H: 2.566 0.667 0.058  0.225
H: 2.057 2.163 -0.912  0.295



11.
The ion C5H10NOS with charge +1, computed with wB97M-V/def2-TZVPD.

Values from the calculation:
- LUMO energy (eV) = -4.19
- total charge = +1
- HOMO-LUMO gap (eV) = 9.3

Each line ends with the Mulliken charge.
Positions of all 18 atoms, in Å:
C: -0.051 0.903 -0.162  0.305
C: 1.238 0.994 -0.176  0.074
C: -1.295 1.469 -0.622  -0.661
C: -2.091 -0.867 0.327  -0.086
C: 2.320 0.063 0.235  -1.137
N: -0.708 -0.817 0.734  -0.505
O: -2.098 -1.408 -0.933  -0.503
S: -2.710 0.886 0.389  -0.075
H: 1.591 1.933 -0.604  0.390
H: -1.271 2.556 -0.512  0.448
H: -1.499 1.205 -1.663  0.295
H: -2.711 -1.415 1.050  0.455
H: 2.649 -0.496 -0.643  0.320
H: 2.011 -0.651 0.993  0.321
H: 3.177 0.621 0.600  0.364
H: -0.148 -1.556 0.321  0.329
H: -0.555 -0.673 1.727  0.308
H: -2.986 -1.621 -1.242  0.358



12.
A cluster of 2 separate species, C5H10NP in total, computed with wB97M-V/def2-TZVPD.

Values from the calculation:
- 2S+1 = 3
- <S²> = 2.006
- LUMO energy (alpha / beta) (eV) = 0.70 / -2.14
- total charge = 0
- HOMO-LUMO gap (alpha / beta) (eV) = 6.5 / 6.8

Each line ends with the Mulliken charge.
Positions of all 17 atoms, in Å:
C: -1.287 1.996 1.010  -0.882
C: 2.224 0.487 0.040  0.446
C: 2.670 -0.693 -0.636  -0.775
C: -0.614 -2.034 -0.133  -0.834
C: -0.954 -0.672 0.463  -0.225
N: 1.999 1.570 0.295  -0.392
P: -1.531 0.646 -0.278  -0.127
H: -2.003 2.702 1.017  0.416
H: -1.308 1.550 2.077  0.238
H: 1.907 -1.430 -0.959  0.124
H: 3.308 -0.411 -1.488  0.293
H: 3.476 -1.154 -0.011  0.269
H: -0.295 -1.962 -1.264  0.226
H: 0.362 -2.326 0.402  0.229
H: -1.405 -2.794 0.028  0.336
H: -0.677 -0.548 1.477  0.427
H: -0.313 2.380 0.778  0.232



Energy? In order: -401.32531; -401.44917; -401.44158; -401.44883; -743.00837; -476.64828; -476.59453; -1216.49022; -551.77672; -724.49509; -724.38474; -592.42009 a.u..
Energy above the lowest of the compared OMol25 structures with the same formula, charge and spin? In order: 524.3; 199.1; 219.0; 200.0; 289.2; 312.7; 453.8; 323.2; 542.6; 219.6; 135.7; 174.4 kJ/mol.